{
  "formula": "C62H158N10O22",
  "method": "ωB97M-V with the def2-TZVPD basis set",
  "lumo_energy_ev": 0.5783,
  "max_force_ev_per_a": 3.43,
  "homo_lumo_gap_ev": 8.9512,
  "energy_ev": -126784.85118,
  "de_lowest_kj_mol": 369.3,
  "homo_ev": -8.37,
  "elements": ["C", "O", "C", "C", "N", "C", "C", "O", "C", "H", "H", "H", "H", "H", "H", "H", "H", "H", "H", "H", "H", "H", "H", "H", "C", "O", "C", "C", "N", "C", "C", "O", "C", "H", "H", "H", "H", "H", "H", "H", "H", "H", "H", "H", "H", "H", "H", "H", "C", "O", "C", "C", "N", "C", "C", "O", "C", "H", "H", "H", "H", "H", "H", "H", "H", "H", "H", "H", "H", "H", "H", "H", "C", "O", "C", "C", "N", "C", "C", "O", "C", "H", "H", "H", "H", "H", "H", "H", "H", "H", "H", "H", "H", "H", "H", "H", "C", "O", "C", "C", "N", "C", "C", "O", "C", "H", "H", "H", "H", "H", "H", "H", "H", "H", "H", "H", "H", "H", "H", "H", "C", "O", "C", "C", "N", "C", "C", "O", "C", "H", "H", "H", "H", "H", "H", "H", "H", "H", "H", "H", "H", "H", "H", "H", "C", "O", "C", "C", "N", "C", "C", "O", "C", "H", "H", "H", "H", "H", "H", "H", "H", "H", "H", "H", "H", "H", "H", "H", "C", "O", "C", "C", "N", "C", "C", "O", "C", "H", "H", "H", "H", "H", "H", "H", "H", "H", "H", "H", "H", "H", "H", "H", "C", "O", "C", "C", "N", "C", "C", "O", "C", "H", "H", "H", "H", "H", "H", "H", "H", "H", "H", "H", "H", "H", "H", "H", "C", "O", "C", "C", "N", "C", "C", "O", "C", "H", "H", "H", "H", "H", "H", "H", "H", "H", "H", "H", "H", "H", "H", "H", "C", "O", "H", "H", "H", "H", "C", "O", "H", "H", "H", "H"],
  "positions_angstrom": [[-5.32461, -7.63650, 27.59599], [-6.35564, -8.16270, 26.77849], [-6.89189, -9.41094, 27.33916], [-7.97787, -9.80527, 26.41802], [-8.88666, -8.66458, 26.48140], [-9.92178, -8.70132, 25.46204], [-11.12227, -9.70213, 25.70817], [-11.99526, -9.61005, 24.59156], [-13.07375, -10.45807, 24.74999], [-5.21322, -6.59172, 27.19716], [-4.39646, -8.28448, 27.55007], [-5.63597, -7.65540, 28.62755], [-7.40563, -9.27663, 28.26864], [-6.11035, -10.17411, 27.43461], [-8.53319, -10.65688, 26.81882], [-7.68028, -10.03261, 25.40015], [-8.40934, -7.78399, 26.28277], [-9.55904, -9.03032, 24.49181], [-10.39455, -7.74024, 25.31682], [-11.64758, -9.48528, 26.66010], [-10.71840, -10.75772, 25.83085], [-13.58961, -10.55900, 23.76276], [-13.77148, -10.09195, 25.54487], [-12.69564, -11.51287, 24.98619], [-14.07111, -13.87564, 22.90013], [-15.37214, -14.01512, 23.45044], [-15.42442, -13.84450, 24.82319], [-14.91677, -14.98551, 25.66631], [-15.70828, -16.24142, 25.75793], [-16.76331, -16.01958, 26.76169], [-17.95114, -16.94475, 26.59438], [-18.64710, -16.43750, 25.44545], [-19.83876, -17.25801, 25.26746], [-13.51420, -13.18341, 23.52425], [-14.14219, -13.58028, 21.85397], [-13.52057, -14.76807, 22.87358], [-16.45273, -13.62644, 25.14870], [-14.89079, -12.88914, 24.95814], [-14.82759, -14.55396, 26.72548], [-13.91401, -15.16901, 25.33433], [-16.25186, -16.35623, 24.88940], [-17.19129, -14.97435, 26.76598], [-16.36129, -16.25463, 27.74872], [-18.51558, -16.93799, 27.49549], [-17.59862, -17.92246, 26.39837], [-19.59525, -18.27745, 24.99036], [-20.38869, -16.81361, 24.48107], [-20.42469, -17.34241, 26.16455], [-16.80778, -14.23564, 33.54734], [-17.83761, -13.70983, 32.77104], [-17.84421, -14.35949, 31.51773], [-18.93795, -13.69683, 30.68030], [-20.24558, -13.91951, 31.28832], [-21.33426, -13.18640, 30.75238], [-21.96366, -13.91440, 29.53446], [-21.00024, -13.85617, 28.49407], [-21.40646, -14.35663, 27.24994], [-16.50129, -13.60578, 34.37001], [-15.92403, -14.47958, 32.88656], [-17.07142, -15.19254, 34.00139], [-17.85426, -15.43615, 31.63579], [-16.88970, -14.16678, 31.03743], [-18.85319, -14.11673, 29.65468], [-18.79987, -12.61429, 30.63127], [-20.12085, -13.62547, 32.27002], [-21.13293, -12.13763, 30.40049], [-22.15442, -13.25102, 31.48955], [-22.81244, -13.35034, 29.17751], [-22.33201, -14.96571, 29.79002], [-21.72864, -15.40901, 27.34102], [-20.63682, -14.29729, 26.45702], [-22.25839, -13.79918, 26.77027], [-25.61493, -6.25408, 18.74298], [-24.64819, -5.96137, 19.68411], [-23.33686, -6.44628, 19.43846], [-23.04017, -7.67543, 20.35974], [-21.67238, -8.13955, 20.13179], [-21.39181, -9.38789, 20.84589], [-19.95865, -9.85346, 20.78113], [-19.62264, -10.10328, 19.45280], [-18.35459, -10.70406, 19.36811], [-26.06685, -7.21288, 18.89621], [-25.19894, -6.19881, 17.74699], [-26.37561, -5.48532, 18.90325], [-22.68746, -5.63766, 19.80486], [-23.16774, -6.75615, 18.35713], [-23.84082, -8.42099, 20.22708], [-23.23230, -7.30752, 21.38982], [-21.48875, -8.21285, 19.12572], [-22.05794, -10.21756, 20.47924], [-21.70280, -9.23240, 21.87384], [-19.83856, -10.74005, 21.40975], [-19.25903, -9.13181, 21.23242], [-18.28002, -10.92276, 18.31130], [-18.21683, -11.55079, 20.05417], [-17.51667, -10.03854, 19.67965], [-15.77841, -14.83077, 19.88455], [-15.39598, -13.53100, 19.67021], [-15.34768, -13.15198, 18.32893], [-14.57836, -11.89751, 18.15043], [-13.19032, -12.06688, 18.49247], [-12.88293, -12.35881, 19.85615], [-11.54217, -11.75841, 20.21932], [-11.50965, -11.80990, 21.67098], [-10.40653, -11.07180, 22.14466], [-16.83962, -14.93191, 19.42119], [-15.91793, -15.02694, 20.99489], [-15.07765, -15.57689, 19.48467], [-16.36124, -12.96658, 17.91932], [-14.83338, -13.91163, 17.74596], [-15.00633, -11.09148, 18.71415], [-14.67697, -11.54279, 17.10961], [-12.64876, -11.26921, 18.16053], [-12.94268, -13.46399, 19.97656], [-13.57008, -12.02005, 20.61446], [-11.39551, -10.65879, 19.96555], [-10.66923, -12.23758, 19.70460], [-10.44834, -11.05553, 23.23934], [-10.43988, -10.08161, 21.80493], [-9.44202, -11.49840, 21.85379], [-17.53644, -12.19592, 27.72450], [-16.14126, -11.79925, 27.56085], [-15.52531, -11.11519, 28.62153], [-15.66932, -9.64385, 28.46869], [-17.07030, -9.24966, 28.69115], [-17.12790, -7.76071, 28.84956], [-18.53895, -7.24690, 28.69000], [-19.00388, -7.53451, 27.40781], [-20.39035, -7.21717, 27.27786], [-18.20799, -11.47635, 28.18453], [-17.61115, -13.10416, 28.40669], [-17.93538, -12.34984, 26.75711], [-14.41689, -11.37837, 28.52187], [-15.82991, -11.57328, 29.57525], [-15.39306, -9.52663, 27.37076], [-14.89006, -9.13096, 29.07757], [-17.59844, -9.51034, 27.89053], [-16.43443, -7.26067, 28.23876], [-16.80946, -7.55276, 29.82191], [-18.60681, -6.20162, 28.92987], [-19.19419, -7.72448, 29.42937], [-20.76687, -7.63376, 26.34992], [-20.55737, -6.12378, 27.34945], [-20.87449, -7.70840, 28.13050], [-24.88244, -11.08245, 31.09144], [-26.17463, -10.74227, 30.61326], [-26.64359, -11.53869, 29.48304], [-27.83814, -10.96936, 28.87410], [-27.58494, -9.92581, 27.89959], [-26.87745, -8.77561, 28.33690], [-27.69477, -7.94083, 29.28256], [-26.95873, -6.79555, 29.60690], [-25.83550, -6.94684, 30.34625], [-24.61806, -10.47889, 31.98483], [-24.12392, -10.85741, 30.32822], [-24.78804, -12.21810, 31.27745], [-26.87420, -12.55929, 29.90090], [-25.86628, -11.58569, 28.67380], [-28.54604, -10.61904, 29.64430], [-28.35878, -11.76996, 28.33450], [-28.43038, -9.58339, 27.48068], [-26.72265, -8.11658, 27.46319], [-25.84965, -8.97622, 28.71381], [-27.91115, -8.51383, 30.19822], [-28.64054, -7.61030, 28.88084], [-25.56730, -5.90102, 30.60538], [-24.93497, -7.35999, 29.86983], [-25.95700, -7.31894, 31.34018], [-14.36687, -8.38825, 20.80717], [-13.67811, -7.16882, 21.09274], [-13.03279, -7.18332, 22.35506], [-14.02531, -6.86982, 23.47213], [-13.37559, -6.76799, 24.81849], [-14.25622, -6.23748, 25.83962], [-13.51582, -6.36364, 27.12181], [-14.25188, -6.22425, 28.35214], [-13.54565, -6.58354, 29.56992], [-15.03272, -8.23552, 19.94695], [-14.94774, -8.67090, 21.67036], [-13.64797, -9.18416, 20.47506], [-12.17365, -6.50771, 22.33940], [-12.65497, -8.21845, 22.54472], [-14.83686, -7.59858, 23.51644], [-14.49058, -5.91528, 23.25060], [-13.12776, -7.69434, 25.05852], [-15.23628, -6.73964, 25.86220], [-14.45734, -5.18112, 25.59083], [-12.61090, -5.65810, 27.17666], [-13.03512, -7.31560, 27.15352], [-12.73213, -5.91716, 29.82661], [-13.14832, -7.58316, 29.43352], [-14.34379, -6.54097, 30.33310], [-25.15688, -14.36353, 26.73940], [-24.75295, -13.72234, 25.50578], [-25.45452, -14.05950, 24.33486], [-24.67962, -13.33537, 23.25248], [-23.34772, -13.85040, 23.12179], [-22.58885, -13.12826, 22.14762], [-21.18641, -13.55591, 21.97408], [-20.56986, -13.24082, 23.22424], [-19.30227, -13.81704, 23.32864], [-26.17736, -13.98868, 27.01144], [-24.34278, -14.16455, 27.49073], [-25.22642, -15.43976, 26.58210], [-26.47690, -13.70506, 24.30371], [-25.38392, -15.15908, 24.08415], [-24.66366, -12.29638, 23.63189], [-25.13215, -13.35523, 22.26044], [-22.91134, -13.93807, 24.03417], [-22.65821, -12.03441, 22.27184], [-23.09057, -13.30833, 21.18641], [-20.66718, -12.90484, 21.26885], [-20.94276, -14.56425, 21.61705], [-18.67812, -13.53200, 22.47021], [-19.31575, -14.88073, 23.32903], [-18.83751, -13.41250, 24.24039], [-16.24036, -11.23248, 21.87426], [-16.85424, -10.09185, 22.48055], [-17.36841, -10.48437, 23.72924], [-18.22142, -9.36700, 24.36547], [-19.06008, -9.96553, 25.39659], [-20.31890, -10.43964, 24.86550], [-21.18921, -11.17114, 25.91146], [-21.89262, -10.15511, 26.67495], [-22.63592, -10.63770, 27.78196], [-15.89173, -11.00801, 20.86351], [-16.87169, -12.17487, 21.93159], [-15.28505, -11.51309, 22.35047], [-16.52807, -10.71599, 24.43721], [-17.90774, -11.39496, 23.56571], [-18.74832, -8.73970, 23.59852], [-17.52429, -8.78325, 24.95149], [-19.24081, -9.33187, 26.20949], [-20.14768, -11.05522, 24.00586], [-20.85307, -9.52253, 24.45900], [-20.49250, -11.67470, 26.56494], [-21.89237, -11.86932, 25.43527], [-23.18237, -11.55608, 27.43735], [-23.41365, -9.90954, 28.00337], [-22.11847, -10.90313, 28.70712], [-18.32826, -6.57404, 21.14195], [-19.62767, -6.50766, 21.62189], [-18.09887, -5.59884, 20.67858], [-17.70851, -6.66885, 21.99362], [-18.13939, -7.40003, 20.49809], [-20.22244, -6.84525, 20.95487], [-22.18473, -8.75482, 32.83956], [-22.23806, -9.20398, 31.46873], [-21.18213, -8.71049, 33.31996], [-22.58246, -7.74831, 32.81860], [-22.84796, -9.36144, 33.43776], [-21.78693, -10.05153, 31.36852]],
  "forces_ev_per_a": [[0.4, 0.0, -1.1], [-0.1, -1.6, 1.1], [1.3, 0.4, -1.3], [-1.2, 0.5, 0.0], [-1.3, 0.6, -1.0], [-1.8, -1.5, 0.0], [1.4, 0.0, 0.6], [1.1, 0.5, 0.5], [-0.8, -1.8, -0.4], [0.5, -1.0, 0.7], [-0.7, 0.9, -0.3], [-0.2, 0.4, 0.6], [0.2, 0.6, 1.0], [0.1, 0.2, 0.0], [0.2, -0.2, 0.0], [0.4, -0.1, -0.3], [0.4, -0.6, 0.4], [0.4, 0.1, -0.5], [0.1, 0.5, 0.1], [0.1, 0.1, -0.4], [-0.5, 0.9, -0.3], [0.2, 0.3, 0.8], [0.3, -0.4, -0.5], [-0.6, 1.2, 0.0], [-0.8, 0.8, 0.1], [-0.5, -1.0, -1.6], [-0.7, 1.1, 0.7], [0.4, 0.5, 1.6], [-1.0, 1.3, -0.4], [-0.4, 0.1, 0.6], [1.2, 1.9, -1.5], [-1.5, -1.6, 0.9], [1.5, 0.4, 0.0], [0.3, 0.5, -0.3], [-0.2, 0.4, 0.3], [0.7, -1.7, 0.3], [-0.1, -0.1, -0.5], [0.2, -0.3, 1.0], [0.0, -0.7, -1.3], [0.7, -0.6, -0.1], [0.7, 0.1, 0.1], [0.5, -0.8, 0.0], [0.3, 0.4, 0.1], [-1.0, 0.1, 0.7], [0.3, -1.4, -0.2], [0.4, -0.3, -0.2], [-0.7, 0.5, -0.7], [-0.3, 0.4, 0.6], [1.3, -1.1, -0.3], [0.0, 0.1, 0.3], [-0.2, 1.4, -0.4], [0.0, -1.0, -0.4], [1.0, -0.2, 1.4], [-1.9, -0.7, -1.2], [0.4, -0.2, 0.0], [0.6, -0.2, -0.2], [-1.1, -0.3, -1.1], [-0.1, 0.6, -0.1], [-0.5, 0.5, 0.7], [-0.3, -0.2, 0.0], [-0.8, -0.4, 0.0], [0.4, 0.2, -0.3], [-0.5, 0.3, 0.6], [0.7, 0.1, -0.2], [-0.1, -0.4, -0.6], [0.0, -0.5, 0.5], [0.3, 0.6, 0.0], [-0.7, 0.3, 0.1], [0.8, 1.1, -0.3], [0.1, 0.2, 0.0], [0.2, 0.0, 0.9], [0.4, -0.2, 0.8], [-0.5, 0.7, 0.0], [1.2, 0.0, 0.5], [0.1, -0.9, 0.6], [-0.6, 1.1, -0.3], [-0.1, 0.1, 0.1], [-0.8, -0.5, -0.5], [-0.1, 0.8, 0.9], [0.2, -0.3, 0.1], [0.6, 0.7, -0.1], [-0.3, -0.9, 0.0], [-0.1, 0.1, -0.5], [-0.1, -0.2, -0.4], [0.2, -0.3, -0.7], [-0.2, 0.7, 1.1], [0.3, -0.3, -0.4], [0.7, -0.3, -0.3], [-0.1, -0.3, 0.5], [0.5, 0.4, 0.1], [0.2, 0.1, 0.3], [-0.1, -0.4, 0.0], [-0.2, 0.1, -0.2], [0.5, -0.6, -0.1], [-0.5, -0.3, -0.4], [-0.6, 0.1, -0.3], [-2.7, -1.2, 0.7], [0.6, 1.2, 0.7], [-0.6, -0.1, -0.8], [0.5, 0.7, -0.4], [0.5, 0.6, -1.3], [0.6, -0.8, 0.1], [0.6, 0.6, 1.0], [0.7, -0.2, -1.2], [0.2, -1.5, 1.2], [1.6, -0.5, 0.5], [0.3, 0.4, -1.3], [-0.2, 0.1, -0.2], [0.1, -0.4, 0.2], [-0.1, -0.4, -0.2], [-0.7, 0.6, 0.8], [0.2, -0.5, 0.2], [-0.3, -0.2, 0.2], [0.7, 0.6, 0.2], [-0.6, 0.7, 0.0], [-0.8, -1.0, -0.1], [-0.5, -0.1, 0.7], [-0.1, -0.1, -0.2], [-0.1, 1.7, -0.6], [0.0, -0.2, -0.2], [1.1, -0.6, 1.9], [-1.6, -0.5, -0.6], [1.9, -1.7, 0.3], [-0.1, -0.2, -1.2], [1.3, 1.7, 1.1], [-1.6, -1.7, -0.5], [0.2, -0.8, 0.6], [-0.3, 0.2, -0.9], [0.4, 0.1, 0.8], [0.4, 0.5, 0.2], [0.3, 0.8, -1.1], [-0.2, -0.5, -1.1], [-1.2, 0.4, 0.1], [-0.2, 0.5, 0.1], [0.0, 0.5, 1.0], [-1.0, 0.0, -0.2], [-0.4, -0.1, -0.8], [0.8, 0.7, -1.3], [0.4, 0.4, 1.8], [0.2, 0.9, -0.2], [0.0, -0.3, 0.1], [0.0, 0.1, -0.1], [0.1, -0.4, -0.2], [-0.5, 0.1, -0.2], [0.2, -1.3, -0.4], [-0.2, -0.1, -0.5], [2.1, -0.9, 1.4], [-2.2, 0.8, -0.4], [0.6, -0.9, -0.8], [0.6, 1.2, -0.7], [1.0, -0.5, 1.4], [-1.6, 0.7, -0.9], [2.1, 2.3, 1.0], [-0.5, -0.5, -0.5], [0.0, 0.1, 0.0], [-0.3, 1.5, 0.1], [0.4, 0.7, -0.6], [-0.2, -0.2, 0.8], [0.2, -0.3, 0.2], [0.1, 0.0, 0.1], [-0.5, -0.4, -0.2], [0.1, -0.3, 0.1], [-0.9, -0.2, 0.0], [0.0, 0.1, 0.0], [-0.2, 0.1, -0.4], [0.3, -0.3, -0.4], [-0.4, -0.3, -0.1], [-0.5, -1.3, 0.7], [0.8, 0.2, -0.7], [-0.1, 0.0, -0.4], [-0.2, -1.6, 0.4], [0.4, 0.8, 1.0], [-0.4, 0.7, -1.7], [-0.8, 0.8, -0.6], [2.1, 1.3, 2.4], [0.0, 0.3, -0.2], [-1.4, 0.1, -1.3], [0.1, 0.3, 0.3], [-0.3, -0.5, 0.1], [-0.4, 0.4, 0.6], [-0.3, 0.1, 0.0], [0.1, 0.6, -0.1], [-0.1, -0.2, -0.2], [-0.1, 0.3, 0.0], [0.5, -1.1, 0.4], [0.0, -0.1, 0.2], [0.0, -0.3, 0.2], [-1.2, -0.5, -0.4], [0.3, -1.3, -0.1], [0.2, 0.4, -0.1], [0.1, -0.4, 0.3], [0.7, -0.2, -0.2], [0.0, 0.6, -0.8], [0.0, -0.4, 1.3], [0.9, -1.1, -1.2], [0.0, 0.7, 0.5], [0.3, -1.0, 0.4], [-1.3, 0.0, -1.4], [1.5, 1.1, 0.7], [-0.2, -0.8, 0.1], [0.8, 1.3, 0.1], [0.9, -0.2, 0.2], [-1.1, 0.0, -0.7], [0.0, -0.2, 0.0], [-0.5, 0.0, 0.4], [-0.3, 0.8, 0.6], [0.0, 0.2, -0.5], [-0.4, -0.1, 0.1], [0.2, 0.3, -0.2], [0.4, 0.0, 0.3], [0.0, 0.1, -0.1], [-0.3, 0.2, -0.6], [-0.6, -0.3, 0.5], [0.1, 0.2, 0.0], [-0.2, -1.1, 0.3], [-0.1, -0.4, -0.2], [0.5, -0.5, 0.2], [0.5, -0.7, -0.8], [0.5, 0.8, 0.8], [0.4, -0.4, 0.4], [-0.3, 0.1, 1.0], [-1.2, 1.5, 0.2], [0.2, 1.5, -0.3], [0.5, -0.4, 0.2], [-1.1, -1.1, -1.3], [-0.7, 0.1, -0.1], [0.5, 1.2, -0.3], [-0.3, 0.2, 0.5], [-0.5, 0.0, -0.4], [-0.7, -0.6, 0.2], [0.3, -0.4, 0.5], [0.2, 0.8, -0.3], [0.4, -0.5, -1.2], [0.2, -0.7, -0.3], [-0.2, -1.0, 0.3], [0.1, -0.6, 0.4], [0.0, 0.2, 0.2], [0.3, 0.4, 0.4], [0.1, 0.2, 0.1], [0.6, 0.2, -0.2], [0.0, 1.7, 0.0], [-0.8, -0.1, 0.7], [0.4, -0.5, -0.3], [1.0, -0.2, 0.9], [0.1, -0.7, -0.8], [-0.7, -0.3, -0.4], [0.2, 0.0, -0.6], [0.5, 0.2, 0.5], [-0.4, -0.2, -0.6], [0.0, 0.2, 0.0], [-0.1, -0.2, 0.4], [0.0, 0.2, 0.2]],
  "lowdin_charge": [-0.116, -0.218, -0.209, -0.224, -0.061, -0.187, -0.210, -0.251, -0.134, 0.105, 0.099, 0.071, 0.115, 0.127, 0.121, 0.120, 0.110, 0.102, 0.112, 0.117, 0.125, 0.093, 0.091, 0.103, -0.084, -0.192, -0.254, -0.191, -0.026, -0.230, -0.222, -0.199, -0.079, 0.075, 0.055, 0.077, 0.107, 0.110, 0.141, 0.097, 0.108, 0.114, 0.117, 0.111, 0.112, 0.085, 0.066, 0.071, -0.132, -0.184, -0.225, -0.198, -0.057, -0.227, -0.211, -0.208, -0.118, 0.083, 0.101, 0.085, 0.125, 0.107, 0.102, 0.120, 0.118, 0.113, 0.122, 0.082, 0.148, 0.091, 0.091, 0.067, -0.132, -0.196, -0.201, -0.208, -0.071, -0.192, -0.247, -0.161, -0.105, 0.075, 0.080, 0.094, 0.125, 0.135, 0.115, 0.130, 0.125, 0.127, 0.113, 0.108, 0.100, 0.090, 0.078, 0.083, -0.126, -0.233, -0.237, -0.219, -0.053, -0.238, -0.191, -0.195, -0.117, 0.117, 0.098, 0.092, 0.129, 0.128, 0.094, 0.136, 0.112, 0.130, 0.085, 0.129, 0.135, 0.076, 0.065, 0.094, -0.076, -0.206, -0.261, -0.210, -0.008, -0.173, -0.234, -0.210, -0.074, 0.069, 0.079, 0.049, 0.137, 0.122, 0.127, 0.119, 0.060, 0.079, 0.097, 0.119, 0.122, 0.078, 0.099, 0.086, -0.112, -0.213, -0.217, -0.241, -0.063, -0.237, -0.219, -0.168, -0.162, 0.084, 0.057, 0.105, 0.137, 0.132, 0.123, 0.123, 0.106, 0.135, 0.112, 0.122, 0.126, 0.100, 0.091, 0.080, -0.091, -0.190, -0.211, -0.173, -0.044, -0.222, -0.222, -0.224, -0.082, 0.091, 0.054, 0.091, 0.127, 0.111, 0.106, 0.119, 0.049, 0.119, 0.130, 0.151, 0.087, 0.077, 0.069, 0.093, -0.070, -0.230, -0.235, -0.234, -0.055, -0.239, -0.201, -0.214, -0.109, 0.094, 0.072, 0.080, 0.117, 0.140, 0.127, 0.123, 0.103, 0.120, 0.127, 0.110, 0.133, 0.081, 0.067, 0.090, -0.116, -0.192, -0.212, -0.165, -0.053, -0.197, -0.157, -0.191, -0.100, 0.057, 0.096, 0.070, 0.131, 0.080, 0.126, 0.106, 0.096, 0.079, 0.132, 0.102, 0.112, 0.087, 0.078, 0.064, -0.176, -0.123, 0.088, 0.060, 0.060, 0.025, -0.138, -0.148, 0.087, 0.073, 0.060, 0.050]
}